{
  "formula": "C51H51FeN5O4S3Si",
  "method": "the ωB97M-V functional and the def2-TZVPD basis",
  "total_charge": -2,
  "orbital_gap_ha": [0.211, 0.205],
  "lumo_energy_ev": [3.73, 3.73],
  "spin_multiplicity": 5,
  "e_above_lowest_kcal_mol": 29.6,
  "symbols": ["Fe", "S", "S", "S", "Si", "O", "O", "O", "O", "N", "N", "N", "N", "N", "C", "C", "C", "C", "C", "C", "C", "C", "C", "C", "C", "C", "C", "C", "C", "C", "C", "C", "C", "C", "C", "C", "C", "C", "C", "C", "C", "C", "C", "C", "C", "C", "C", "C", "C", "C", "C", "C", "C", "C", "C", "C", "C", "C", "C", "C", "C", "C", "C", "C", "C", "H", "H", "H", "H", "H", "H", "H", "H", "H", "H", "H", "H", "H", "H", "H", "H", "H", "H", "H", "H", "H", "H", "H", "H", "H", "H", "H", "H", "H", "H", "H", "H", "H", "H", "H", "H", "H", "H", "H", "H", "H", "H", "H", "H", "H", "H", "H", "H", "H", "H", "H"],
  "positions_angstrom": [[0.0347, -0.0913, 0.1441], [0.8454, -0.2212, 2.4577], [0.5037, -2.9875, 0.1789], [3.6454, -0.1776, 3.4344], [-3.3593, -0.9349, 0.7874], [0.8361, 3.4277, -1.1905], [-0.2289, 2.0987, 0.3185], [-1.8493, -0.6040, 0.5294], [-0.3360, -0.0084, -1.8727], [3.0538, -0.1618, 0.8709], [2.1876, -0.0045, -0.2242], [-0.8340, -5.0855, 0.9669], [-0.5965, 6.0272, -0.4991], [0.6002, -5.4806, -0.8602], [0.1040, -4.5672, 0.0579], [-5.5757, 0.0314, -3.2622], [1.6796, 7.6473, -0.6140], [-3.5893, -3.5856, -0.2236], [1.4221, 6.7665, 0.5810], [3.6809, -1.6504, -1.2414], [-2.8772, 5.6764, -1.1960], [2.5460, -0.6641, -1.2782], [-1.6433, 5.1371, -0.8220], [-2.5604, 2.9416, -1.1275], [-4.4192, -4.8674, 2.0861], [3.5173, 7.6176, 1.7193], [-3.9813, 0.0107, 2.3150], [3.5566, -5.4642, 3.6578], [3.6645, -4.5560, 4.7065], [2.3762, -0.2012, -5.0017], [2.4883, -0.1912, 2.0336], [-4.3517, -0.5089, -0.7791], [1.9316, -0.4015, -2.5996], [-5.7397, -0.3781, -0.8928], [2.7843, -0.4751, -3.7102], [2.0705, 5.8304, 2.7095], [-3.0058, -0.2770, 3.4671], [0.1634, 0.2045, -4.1514], [-5.4143, -0.2628, 2.7824], [-4.1028, -3.5076, 2.1051], [0.2474, -6.7384, -0.7616], [2.2968, 6.7284, 1.6700], [-1.4723, 3.7505, -0.8091], [4.0822, -3.2558, 4.4634], [-0.1355, 3.0385, -0.5444], [0.2931, 5.9257, 0.5676], [-0.6366, -7.2759, 0.2120], [1.0358, 0.1443, -5.2081], [-6.3499, -0.1052, -2.1136], [0.5576, -0.0591, -2.8045], [4.3004, -3.7520, 2.1359], [-3.7037, -2.8226, 0.9511], [-4.1938, -0.0991, -3.1750], [-3.7815, 3.4738, -1.5178], [0.0796, 5.0309, 1.6187], [4.8663, -1.4140, 2.9228], [-1.1764, -6.3656, 1.0619], [-3.8453, 1.4991, 1.9467], [-3.9012, -4.9399, -0.2569], [-3.5890, -0.3605, -1.9486], [4.4101, -2.8341, 3.1736], [-4.3348, -5.5856, 0.8992], [0.9761, 4.9773, 2.6686], [-3.9334, 4.8548, -1.5638], [3.8738, -5.0560, 2.3711], [0.8216, 4.2456, 3.4551], [-3.5753, 0.0193, -4.0593], [-1.8991, -6.6075, 1.8279], [1.5036, 7.0841, -1.5352], [-1.2423, -4.3830, 1.5757], [3.4060, -4.8594, 5.7165], [-2.4050, 1.8663, -1.0766], [-4.0780, 2.1241, 2.8225], [-3.2912, 0.3104, 4.3542], [3.2726, 8.6663, 1.5264], [3.0802, -0.2420, -5.8250], [-0.8776, 0.4838, -4.2977], [-3.0024, 6.7560, -1.1847], [0.6808, 0.3724, -6.2080], [-0.7621, 4.3471, 1.5956], [-5.6737, 0.4338, 3.5949], [4.1271, -2.5383, 5.2774], [-6.1519, -0.1145, 1.9862], [-2.8246, 1.7327, 1.6174], [4.6452, -1.1410, -1.3543], [0.6743, -7.4116, -1.5058], [5.1083, -1.2500, 1.8734], [-0.6336, 6.9144, -0.9613], [5.7614, -1.2015, 3.5122], [3.6809, -2.1379, -0.2740], [-4.7475, -5.3579, 2.9981], [-7.4280, 0.0003, -2.1675], [3.8252, -0.7307, -3.5482], [-2.9963, -1.3362, 3.7603], [-6.0457, 0.2476, -4.2145], [4.2649, 7.3168, 0.9764], [3.7789, -5.7456, 1.5384], [4.5407, -3.4392, 1.1275], [-4.5296, 1.7838, 1.1375], [2.7706, 5.7822, 3.5386], [-6.3715, -0.4972, -0.0186], [-4.1872, -2.9728, 3.0467], [-4.5966, -6.6390, 0.8741], [1.0262, 8.5310, -0.6375], [-4.6036, 2.8104, -1.7789], [-3.2614, -3.0981, -1.1413], [3.9879, 7.5582, 2.7026], [-3.8090, -5.4911, -1.1881], [3.2169, -6.4777, 3.8448], [-4.8789, 5.2954, -1.8607], [-5.5445, -1.2795, 3.1707], [2.7068, 8.0093, -0.6385], [3.5643, -2.3901, -2.0310], [-0.8906, -8.3222, 0.2539], [-1.9834, -0.0043, 3.1936], [-2.4984, -0.4269, -1.8879]],
  "atomic_forces_ev_per_a": [[-0.80, 1.34, 0.07], [-0.01, 0.06, 0.20], [0.28, -0.34, -0.17], [-0.12, 0.08, -0.09], [-0.12, -0.02, -0.03], [0.01, -0.10, 0.14], [0.15, 0.12, -0.58], [0.45, -0.22, 0.00], [0.62, 0.00, -0.29], [-0.14, 0.01, 0.06], [0.01, -0.90, 0.29], [0.26, 0.66, -0.01], [-0.06, -0.19, 0.08], [-0.11, -0.36, 0.18], [-0.24, -0.43, 0.00], [0.07, -0.01, 0.14], [-0.01, 0.02, -0.03], [-0.05, -0.02, -0.02], [-0.03, -0.04, 0.00], [0.17, 0.11, 0.04], [0.02, -0.01, 0.01], [0.02, 0.42, -0.37], [0.13, 0.06, 0.05], [0.07, -0.08, 0.02], [0.03, 0.04, -0.07], [0.03, 0.00, -0.03], [0.01, 0.08, 0.07], [0.02, 0.01, -0.03], [0.02, 0.09, 0.01], [-0.06, 0.00, 0.04], [0.24, -0.08, -0.18], [0.00, 0.04, -0.13], [-0.07, -0.07, 0.04], [0.01, -0.05, -0.07], [-0.01, 0.00, -0.02], [-0.01, 0.02, 0.00], [0.01, -0.04, 0.09], [-0.15, 0.01, 0.13], [-0.07, -0.01, 0.00], [0.02, -0.01, -0.01], [0.04, 0.38, 0.04], [-0.01, -0.02, 0.00], [-0.01, -0.13, 0.00], [-0.03, -0.03, 0.03], [-0.26, -0.39, 0.29], [-0.03, 0.02, 0.00], [0.21, 0.08, -0.24], [0.07, -0.02, 0.02], [0.13, -0.01, -0.02], [-0.27, 0.02, 0.18], [0.01, -0.01, -0.01], [0.01, -0.13, -0.05], [-0.06, 0.02, 0.06], [-0.04, -0.05, -0.02], [-0.05, -0.02, 0.02], [-0.03, -0.16, -0.02], [-0.20, -0.27, 0.20], [0.03, 0.05, -0.04], [-0.03, 0.06, 0.06], [0.07, 0.02, 0.02], [0.03, 0.01, 0.02], [0.02, 0.12, -0.03], [0.00, -0.02, 0.02], [0.04, -0.04, 0.03], [0.00, 0.01, -0.02], [0.02, 0.06, -0.06], [-0.04, -0.01, 0.04], [0.00, 0.00, 0.00], [0.02, 0.01, 0.05], [-0.06, -0.08, -0.04], [0.02, 0.03, -0.07], [-0.05, 0.14, -0.01], [0.02, -0.04, -0.07], [0.03, -0.05, -0.08], [0.00, -0.05, 0.02], [-0.02, 0.00, 0.03], [0.12, -0.03, 0.02], [0.00, -0.03, 0.00], [0.00, 0.00, -0.01], [0.11, 0.10, 0.01], [0.02, -0.07, -0.05], [-0.01, -0.05, -0.06], [0.10, 0.01, 0.10], [-0.13, -0.03, 0.04], [-0.05, -0.05, 0.02], [0.00, 0.10, 0.03], [-0.05, -0.01, -0.01], [0.00, 0.09, -0.06], [-0.01, 0.01, 0.02], [-0.01, -0.07, 0.06], [0.02, 0.02, -0.04], [0.00, 0.00, -0.01], [0.00, 0.00, 0.01], [0.00, 0.17, -0.03], [-0.01, 0.00, -0.02], [-0.06, 0.02, 0.04], [-0.01, 0.05, 0.05], [-0.02, -0.01, 0.00], [0.07, -0.03, 0.09], [-0.05, 0.01, -0.06], [0.02, 0.00, -0.03], [0.01, -0.05, -0.10], [0.01, 0.04, 0.00], [0.01, -0.04, 0.01], [0.10, 0.07, 0.02], [-0.05, -0.06, 0.14], [-0.02, -0.01, -0.04], [-0.01, 0.02, 0.06], [0.01, 0.05, -0.02], [0.00, 0.00, 0.00], [0.01, 0.10, -0.07], [-0.04, -0.01, 0.02], [0.01, 0.02, 0.01], [0.01, -0.02, -0.01], [-0.08, -0.03, 0.01], [-0.23, 0.03, -0.02]],
  "lowdin_spin": [3.7168, 0.0357, 0.0121, 0.0035, 0.0124, 0.0054, 0.0314, 0.0654, 0.0407, -0.0016, 0.0262, 0.0016, 0.0001, 0.0008, 0.0063, 0.0000, 0.0000, 0.0003, 0.0000, 0.0026, 0.0000, 0.0137, 0.0003, 0.0003, 0.0000, 0.0000, 0.0012, 0.0000, 0.0000, 0.0006, 0.0028, 0.0013, 0.0000, 0.0003, 0.0005, 0.0000, 0.0000, 0.0026, 0.0003, 0.0004, 0.0006, 0.0000, 0.0010, 0.0000, 0.0051, 0.0000, 0.0009, 0.0004, 0.0001, 0.0034, 0.0000, 0.0012, 0.0000, 0.0000, 0.0001, 0.0004, 0.0002, 0.0001, 0.0000, 0.0002, 0.0000, 0.0003, 0.0000, 0.0003, 0.0000, 0.0000, 0.0000, 0.0000, 0.0000, 0.0002, 0.0000, -0.0001, 0.0000, 0.0000, 0.0000, 0.0000, 0.0001, 0.0000, 0.0001, 0.0001, 0.0001, 0.0000, 0.0000, -0.0001, 0.0003, 0.0000, 0.0001, 0.0000, 0.0002, 0.0003, 0.0000, 0.0000, 0.0000, 0.0000, 0.0000, 0.0000, 0.0000, 0.0000, 0.0000, 0.0000, 0.0000, 0.0000, 0.0000, 0.0000, 0.0000, 0.0000, 0.0000, 0.0000, 0.0000, 0.0000, 0.0000, 0.0000, 0.0003, 0.0001, -0.0001, -0.0001]
}

{
  "formula": "C5H14PS",
  "method": "the ωB97M-V functional and the def2-TZVPD basis",
  "total_charge": 1,
  "orbital_gap_ha": [0.265, 0.265],
  "lumo_energy_ev": [-5.87, -5.87],
  "e_above_lowest_kcal_mol": 75.4,
  "symbols": ["S", "P", "C", "C", "C", "C", "C", "H", "H", "H", "H", "H", "H", "H", "H", "H", "H", "H", "H", "H", "H"],
  "positions_angstrom": [[-0.5038, 0.8221, 2.0860], [0.1276, -0.2018, 0.3913], [1.6178, -1.2700, 0.9178], [-2.2753, -1.6325, 0.9725], [1.3982, 1.6497, -1.3448], [-1.0787, -1.6237, 0.1542], [1.5328, 2.5241, -0.1783], [0.3849, 1.7477, 2.0965], [-2.8644, -0.7292, 1.0810], [2.1562, 0.8501, -1.5304], [-1.4575, -1.4649, -0.8147], [1.2119, -1.8977, 1.6531], [2.0420, 3.4672, -0.2547], [2.0721, -1.6844, -0.0314], [1.9082, 1.9729, 0.7055], [0.5102, 2.9004, 0.1040], [2.3778, -0.5634, 1.2026], [-0.4576, -2.5090, 0.1133], [-2.9489, -2.3918, 0.6531], [0.5327, 1.8297, -1.9374], [-1.9427, -1.9275, 1.8937]],
  "atomic_forces_ev_per_a": [[-1.66, -1.41, 0.14], [1.70, -0.95, -0.67], [-0.05, 2.43, -3.08], [-1.26, 0.01, 0.65], [-0.13, -2.00, 2.39], [1.18, 1.95, -1.72], [-1.58, 0.08, 1.49], [1.34, 1.16, -0.13], [0.28, 0.38, -0.30], [-0.80, 0.99, -0.34], [0.06, 0.10, -1.83], [0.16, -1.17, 0.97], [0.89, 0.32, -0.60], [-0.94, -0.32, 1.13], [0.37, 0.50, -0.59], [0.70, -0.44, -0.27], [0.33, 0.05, 0.95], [-0.10, -0.27, 0.38], [-0.56, -0.67, -0.46], [-0.09, -0.12, -1.09], [0.17, -0.63, 2.98]],
  "mulliken_charge": [-0.1811, 0.2888, -1.1874, -1.4724, -0.4003, -0.4212, -0.7232, 0.1300, 0.3602, 0.3624, 0.3786, 0.4886, 0.4181, 0.3436, 0.2297, 0.3066, 0.4021, 0.4415, 0.4012, 0.3840, 0.4501]
}